# 1
{"formula": "C25H36CrF3O17S", "method": "wB97M-V/def2-TZVPD", "symbols": ["Cr", "C", "C", "O", "O", "H", "H", "H", "C", "C", "O", "O", "H", "H", "H", "C", "F", "F", "F", "S", "O", "O", "O", "O", "C", "O", "C", "C", "C", "H", "H", "H", "H", "H", "H", "O", "C", "O", "C", "C", "C", "H", "H", "H", "H", "H", "H", "O", "C", "O", "C", "C", "C", "H", "H", "H", "H", "H", "H", "O", "C", "O", "C", "C", "C", "H", "H", "H", "H", "H", "H", "O", "C", "O", "C", "C", "C", "H", "H", "H", "H", "H", "H"], "xyz": [[-0.0758, -3.4521, -1.8055], [-2.7785, -3.4676, -5.0449], [-1.8020, -3.4600, -3.8137], [-0.6514, -3.9696, -3.8730], [-1.8676, -2.7573, -2.8068], [-2.4520, -4.1416, -5.8369], [-2.6563, -2.5107, -5.5524], [-3.7832, -3.6874, -4.6839], [-1.4774, -6.7419, 0.3439], [-0.9601, -5.4553, -0.4546], [-1.3402, -4.2882, -0.2914], [-0.2017, -5.5556, -1.4462], [-0.6429, -7.3642, 0.6672], [-2.2288, -7.3317, -0.1812], [-1.8454, -6.4045, 1.3128], [0.8405, 0.3974, 0.3789], [1.2599, -0.2634, 1.4830], [0.3929, 1.6201, 0.7729], [1.8521, 0.5626, -0.3823], [-0.6801, -0.3803, -0.4771], [-1.5978, -0.4148, 0.6788], [-0.9171, 0.6065, -1.5569], [-0.2734, -1.7222, -0.8804], [-1.8532, 5.5222, -2.5045], [-0.7125, 5.2588, -2.0443], [0.1793, 6.2725, -2.0478], [1.4087, 5.8250, -1.5393], [1.0783, 4.6414, -0.5834], [-0.0330, 4.0345, -1.4809], [1.9261, 6.6687, -1.0826], [2.1685, 5.5788, -2.2811], [0.6637, 4.9155, 0.3867], [1.9975, 4.1153, -0.3257], [-0.7103, 3.3786, -0.9339], [0.4459, 3.5775, -2.3469], [1.4567, -3.4278, -0.0804], [2.2765, -3.6691, 0.8166], [3.4736, -4.1474, 0.6250], [4.3118, -4.2175, 1.7539], [3.5859, -3.0660, 2.6295], [2.1191, -3.3237, 2.2968], [5.1989, -3.6486, 1.4755], [4.3011, -5.2602, 2.0715], [3.9141, -2.0670, 2.3428], [3.7270, -3.2663, 3.6916], [1.5783, -2.4167, 2.5669], [1.8258, -4.2224, 2.8394], [0.9982, -1.8825, -2.9143], [1.7633, -0.9758, -3.1907], [3.0565, -1.2138, -2.8344], [3.8487, -0.0134, -3.0820], [3.0503, 0.6176, -4.1930], [1.5362, 0.2672, -3.9217], [4.8643, -0.2806, -3.3742], [3.9002, 0.5089, -2.1267], [3.2912, 0.2192, -5.1786], [3.2843, 1.6709, -4.3473], [0.9200, 0.1315, -4.8105], [1.0073, 0.8992, -3.2084], [-1.2716, 3.6130, 6.1306], [-0.8753, 2.6189, 5.5024], [0.3384, 2.4047, 5.0388], [0.5103, 1.1314, 4.2877], [-0.8318, 0.5660, 4.2061], [-1.6370, 1.2254, 5.3821], [1.1480, 0.4854, 4.8911], [0.9277, 1.1656, 3.2814], [-0.8434, -0.5239, 4.1937], [-1.3015, 0.9158, 3.2868], [-1.3598, 0.6281, 6.2507], [-2.7224, 1.1321, 5.3461], [-4.2307, 5.4286, 2.0902], [-3.8940, 4.3644, 1.6813], [-2.6297, 3.8083, 1.9775], [-2.5816, 2.6354, 1.3215], [-3.9257, 2.2547, 0.7200], [-4.5032, 3.6162, 0.5218], [-2.3327, 2.0267, 2.1907], [-1.8268, 2.4706, 0.5526], [-4.5378, 1.6548, 1.3934], [-3.7924, 1.6986, -0.2080], [-5.5466, 3.7910, 0.7842], [-4.2425, 4.0655, -0.4365]], "forces_ev_per_a": [[-2.413, 0.338, 1.344], [1.095, -0.086, 1.254], [2.522, -0.106, -2.388], [0.826, -2.501, -1.917], [-2.497, 1.687, 3.244], [0.029, -0.555, 0.609], [-0.511, 0.388, 0.538], [-0.016, 0.317, -0.374], [1.032, 1.943, 0.413], [-0.612, -1.909, -0.849], [-0.782, 2.234, 1.275], [1.851, -1.317, -1.310], [0.218, -0.104, -0.740], [0.197, 0.321, -0.178], [-0.571, 0.232, -0.238], [-2.902, -0.231, 1.088], [-0.247, 0.008, -0.273], [0.552, -0.480, 0.108], [2.117, 0.277, -1.729], [-1.460, 1.963, 1.580], [1.195, 0.230, -2.157], [0.481, -1.953, 1.621], [0.013, 0.419, 0.291], [3.654, -1.942, 1.804], [-3.736, 2.141, -1.716], [0.154, -0.122, -0.410], [1.357, 0.560, 1.926], [-0.063, 0.886, -1.061], [0.195, -0.269, 0.895], [-0.481, 0.183, 0.544], [-0.540, -0.711, -0.714], [-0.166, 0.534, -0.173], [-0.254, -0.660, -0.536], [0.061, -0.096, -0.559], [-0.211, -0.544, -0.012], [1.451, -1.149, 0.807], [-2.397, 1.556, -0.366], [-0.254, -0.960, -2.755], [-1.122, 3.577, 0.968], [0.201, -2.598, 0.997], [1.209, 0.479, -0.253], [0.714, -1.475, -0.099], [0.630, 0.405, 0.485], [0.134, -0.212, -0.041], [0.349, 0.457, 0.025], [-0.718, -0.558, -0.531], [-0.479, 0.127, 0.004], [-0.146, 0.413, -0.898], [0.617, -3.797, 0.966], [-0.122, 0.959, -0.063], [-0.570, -0.802, -0.097], [-0.778, 1.579, -0.993], [1.549, 0.712, 0.180], [-0.181, -0.237, -0.029], [-0.140, 0.412, -0.207], [0.230, -0.569, 0.200], [-0.317, 0.212, 0.434], [0.113, -0.065, 0.176], [-0.002, 0.435, -0.107], [1.587, -2.509, -2.169], [-3.198, -0.068, 2.609], [1.791, 0.319, -1.590], [0.491, 0.212, 1.292], [-3.050, 0.102, -0.089], [1.626, -0.411, -0.586], [0.263, 0.308, 0.218], [0.299, 1.156, 0.366], [-0.053, 0.057, 0.083], [0.030, -0.330, -0.149], [0.122, 0.383, 0.533], [0.160, 0.734, -0.402], [-0.250, -0.252, 0.851], [2.430, 2.041, -1.399], [-2.322, 3.806, 0.117], [1.042, -4.460, 0.557], [-0.279, -0.556, -0.417], [-1.048, 0.381, 1.291], [0.206, -1.348, -0.815], [0.328, 0.792, 0.141], [0.097, -0.001, 0.085], [-0.013, -0.044, 0.144], [-0.359, -0.573, -0.881], [0.044, 0.283, 0.206]], "mol_weight_g_mol": 749.60, "e_above_lowest_kcal_mol": 126.06, "e_homo_ev": [-9.345, -9.617], "fmax_ha_per_bohr": 0.09016, "e_lumo_ev": [-1.6, -0.2], "gap_ev": [7.695, 9.393], "spin_multiplicity": 4, "s_squared": 3.797, "e_tot_ev": -108724.372}

---

# 2
{"formula": "C25H36I2NO14", "method": "wB97M-V/def2-TZVPD", "symbols": ["C", "C", "C", "C", "N", "C", "C", "O", "C", "C", "O", "C", "C", "I", "C", "C", "I", "C", "H", "H", "H", "H", "H", "H", "H", "H", "H", "H", "H", "H", "H", "H", "H", "H", "H", "H", "H", "H", "C", "C", "O", "C", "O", "O", "H", "H", "H", "H", "C", "C", "O", "C", "O", "O", "H", "H", "H", "H", "C", "C", "O", "C", "O", "O", "H", "H", "H", "H", "C", "C", "O", "C", "O", "O", "H", "H", "H", "H"], "xyz": [[1.7138, 4.0131, 3.6278], [1.3510, 4.0888, 2.3124], [2.2710, 3.7586, 1.1446], [2.6423, 2.3230, 0.9810], [2.1656, 1.3903, 1.7143], [2.5860, 0.0398, 1.3424], [2.8657, -0.9363, 2.4835], [2.4889, -2.2390, 2.0335], [1.3563, -2.7223, 2.6728], [0.0877, -1.9846, 2.3264], [1.4241, -3.6120, 3.4349], [3.4873, 0.2187, 0.0762], [4.8109, -0.5810, 0.0448], [4.3370, -2.4290, -0.9573], [6.0076, 0.1631, -0.6440], [7.2161, 0.0690, 0.2963], [6.6483, -0.6704, -2.5102], [3.5874, 1.7711, -0.0155], [1.7797, 4.9245, 4.2195], [1.9220, 3.0615, 4.1197], [0.3427, 4.4172, 2.0546], [1.7365, 4.0178, 0.2236], [3.1752, 4.3652, 1.2025], [1.5211, 1.5456, 2.4822], [1.6669, -0.3812, 0.9316], [3.9106, -1.0062, 2.7874], [2.2553, -0.6867, 3.3574], [0.2426, -1.4262, 1.4084], [-0.7487, -2.6689, 2.2193], [-0.1182, -1.2667, 3.1256], [2.8819, -0.1206, -0.7591], [5.1527, -0.9215, 1.0179], [5.7794, 1.1957, -0.8729], [7.2939, -0.9504, 0.6785], [7.0580, 0.7169, 1.1674], [8.1446, 0.3554, -0.1901], [3.4487, 2.1510, -1.0299], [4.5911, 2.1379, 0.2319], [-2.8830, -0.4439, -0.4158], [-2.8503, 0.6935, -1.4146], [-1.6547, 1.3958, -1.0256], [-0.8634, 0.5480, -0.3771], [0.2806, 0.7904, -0.0770], [-1.4774, -0.6113, -0.1112], [-3.3083, -1.3578, -0.8211], [-3.4028, -0.1842, 0.5049], [-2.7352, 0.3510, -2.4442], [-3.7157, 1.3450, -1.3526], [0.5808, 0.5988, -3.8645], [0.7647, -0.8700, -4.1976], [-0.5523, -1.2426, -4.6148], [-1.2021, -0.1289, -5.0370], [-2.2554, -0.1332, -5.5828], [-0.4907, 0.9831, -4.7279], [1.4687, 1.1944, -4.0600], [0.2643, 0.7565, -2.8328], [1.4606, -1.0294, -5.0221], [1.0776, -1.4717, -3.3478], [-5.7838, 2.1900, 3.9060], [-5.2774, 0.7652, 3.7758], [-4.4234, 0.8582, 2.6245], [-4.0261, 2.1448, 2.4939], [-3.1845, 2.5092, 1.7313], [-4.7064, 2.9453, 3.3302], [-5.9564, 2.4973, 4.9328], [-6.6863, 2.3694, 3.3215], [-4.6776, 0.4542, 4.6317], [-6.0648, 0.0367, 3.6081], [-4.6489, -4.8025, -3.8174], [-4.1163, -3.3832, -3.7525], [-4.9264, -2.8082, -2.7165], [-5.3792, -3.8127, -1.9240], [-5.9295, -3.6443, -0.8845], [-5.1108, -5.0125, -2.4769], [-3.8924, -5.5373, -4.0765], [-5.4937, -4.9018, -4.4997], [-3.0693, -3.3435, -3.4459], [-4.2355, -2.8293, -4.6793]], "forces_ev_per_a": [[-0.180, -0.137, -0.385], [0.115, -0.169, 0.163], [-1.205, -1.756, 0.068], [-0.072, 0.144, 0.042], [1.033, -0.103, 0.323], [-1.310, -1.185, -0.780], [0.241, -0.098, -0.186], [0.399, 0.058, 0.223], [-0.494, 0.865, -0.451], [0.396, 0.284, -0.214], [0.206, -1.204, 0.678], [0.007, 0.660, 0.748], [-0.115, 0.292, -1.070], [-0.545, -0.583, 0.718], [0.445, -0.964, 0.555], [-0.305, 0.251, 0.213], [0.436, 0.743, -0.566], [0.939, -0.176, -0.318], [-1.890, -0.374, 0.696], [2.001, 0.345, -0.289], [0.728, 1.847, -0.160], [0.215, 0.085, -0.045], [-0.037, -0.006, -0.045], [-0.134, 0.217, -0.162], [0.196, 0.117, 0.114], [-0.036, 0.168, 0.091], [0.215, 0.312, 0.036], [-0.366, -0.116, -0.009], [0.019, -0.008, 0.128], [-0.170, -0.124, 0.020], [0.006, 0.167, -0.034], [-0.174, 0.234, 0.111], [-0.028, -0.042, -0.126], [0.206, -0.018, -0.167], [0.025, 0.006, -0.049], [-0.005, 0.006, 0.054], [-0.378, 0.027, 0.109], [-0.111, 0.069, 0.298], [-0.340, -0.051, -0.016], [-0.277, -0.144, -0.044], [0.115, 0.069, -0.136], [-0.153, 0.020, 0.000], [-0.297, 0.023, -0.217], [0.008, 0.139, -0.077], [0.223, -0.102, -0.010], [0.060, 0.074, 0.017], [0.054, 0.003, 0.004], [0.132, 0.172, 0.104], [0.188, -0.034, 0.126], [0.127, 0.047, 0.056], [0.014, -0.007, 0.036], [-0.064, 0.004, -0.035], [-0.012, -0.001, 0.071], [0.017, -0.116, -0.020], [-0.098, 0.103, -0.159], [0.020, -0.004, 0.050], [-0.038, 0.026, -0.041], [-0.136, -0.064, 0.013], [-0.130, -0.108, 0.062], [-0.125, 0.006, 0.132], [0.007, -0.019, 0.027], [0.005, 0.037, -0.060], [0.081, -0.113, -0.019], [-0.020, -0.013, 0.031], [0.148, 0.107, -0.003], [0.019, -0.013, -0.041], [0.032, 0.033, -0.004], [0.047, -0.015, -0.176], [0.058, 0.034, -0.135], [0.030, -0.042, -0.155], [0.160, 0.026, -0.048], [-0.090, 0.022, 0.099], [0.074, 0.018, 0.013], [0.013, -0.001, -0.049], [-0.002, -0.063, 0.158], [-0.024, 0.038, 0.017], [0.000, -0.026, 0.025], [-0.100, 0.103, 0.069]], "mol_weight_g_mol": 828.36, "e_homo_ev": -10.787, "fmax_ha_per_bohr": 0.04144, "e_lumo_ev": -3.4, "gap_ev": 7.402, "total_charge": 1, "e_tot_ev": -72856.010}